Here is a cluster of 31 separate species, C23H102ClFN4O38PS in total at a distorted geometry from OMol25. Energies are from ωB97M-V/def2-TZVPD.

Total charge = +1

```
171
C23H102ClFN4O38PS (ωB97M-V/def2-TZVPD)
C 2.722 4.809 -0.898
C 2.014 4.550 -2.242
C 1.160 3.260 -2.371
O 1.151 2.473 -1.187
C 0.550 1.173 -1.302
C 1.810 0.206 -1.323
C 3.151 0.859 -0.932
C 3.878 1.532 -2.105
O 3.983 -0.279 -0.566
N -0.228 1.021 -2.526
C -1.347 0.143 -2.457
C -1.974 -0.117 -3.838
C -1.056 0.226 -5.050
C -1.583 -0.483 -6.282
N -2.962 -0.737 -6.407
O -0.805 -0.768 -7.157
N -0.856 -1.236 -2.041
C -0.080 -1.865 -2.733
O 0.668 -2.458 -3.424
C -2.379 0.642 -1.368
C -3.608 1.325 -1.958
C -3.426 2.467 -2.909
O -2.514 2.738 -3.614
F -4.527 3.244 -2.948
S -3.234 -0.930 -0.740
C -2.349 -1.945 0.421
O -3.583 -1.755 -1.865
O -4.494 -0.584 -0.122
N -1.743 1.430 -0.250
C -2.447 1.327 1.077
C -3.837 1.923 1.291
C -3.882 2.754 2.594
C -1.672 2.901 -0.579
C -0.948 3.863 0.338
C -1.316 5.286 -0.168
Cl -2.710 5.937 0.753
C -0.360 0.901 -0.074
P 0.565 1.125 1.484
O -0.045 0.440 2.657
H 2.833 5.889 -0.804
H 3.736 4.436 -0.912
H 2.181 4.489 -0.020
H 2.717 4.614 -3.061
H 1.335 5.388 -2.387
H 1.641 2.676 -3.156
H 0.185 3.539 -2.767
H 1.599 -0.625 -0.652
H 1.963 -0.228 -2.310
H 3.129 1.483 -0.046
H 4.831 1.042 -2.257
H 4.097 2.575 -1.916
H 3.342 1.399 -3.038
H 4.614 0.008 0.101
H 0.454 0.773 -3.227
H -2.863 0.441 -4.101
H -2.313 -1.133 -3.950
H -0.032 -0.096 -4.915
H -1.138 1.288 -5.260
H -3.174 -0.956 -7.372
H -3.189 -1.572 -5.877
H -4.134 0.573 -2.551
H -4.366 1.607 -1.236
H -1.664 -1.457 1.107
H -3.081 -2.500 0.996
H -1.780 -2.683 -0.126
H -2.435 0.336 1.511
H -1.881 1.857 1.834
H -4.608 1.185 1.443
H -4.228 2.602 0.534
H -3.358 2.181 3.345
H -4.896 2.943 2.894
H -3.371 3.701 2.448
H -2.665 3.337 -0.653
H -1.284 3.041 -1.579
H 0.133 3.848 0.346
H -1.268 3.866 1.373
H -0.471 5.947 -0.047
H -1.615 5.206 -1.208
H -0.468 -0.182 -0.005
H 0.842 2.438 1.870
H 1.799 0.459 1.333
O 3.620 3.789 1.859
H 3.181 3.521 2.673
H 4.559 3.769 2.090
O -0.941 -2.417 3.341
H -1.129 -2.073 4.219
H -0.631 -1.638 2.855
O 1.073 3.997 3.116
H 0.901 4.340 4.000
H 1.314 4.776 2.598
O -1.910 -4.716 1.697
H -1.426 -4.255 2.397
H -2.554 -5.260 2.176
O 3.878 -0.429 2.444
H 4.312 -1.252 2.181
H 3.008 -0.722 2.734
O 3.602 7.847 -0.282
H 3.476 8.187 0.609
H 3.797 8.629 -0.815
O -5.060 1.548 4.896
H -5.912 1.078 4.912
H -4.796 1.606 5.825
O -6.219 4.386 5.173
H -5.794 3.546 4.958
H -7.088 4.141 5.503
O -4.240 -6.027 2.736
H -5.142 -5.846 3.014
H -4.349 -6.589 1.958
O 4.615 -2.954 3.321
H 5.107 -2.642 4.086
H 3.892 -3.487 3.696
O -2.367 7.711 -2.472
H -2.291 7.383 -1.571
H -3.313 7.713 -2.647
O -6.245 -7.642 1.248
H -7.150 -7.462 1.519
H -6.337 -8.199 0.469
O 6.694 -0.972 -1.462
H 5.801 -0.803 -1.134
H 6.554 -1.388 -2.317
O -5.085 -2.840 2.433
H -5.078 -3.682 1.963
H -5.160 -2.178 1.736
O 1.911 -3.866 3.681
H 1.013 -3.649 3.958
H 1.792 -4.275 2.819
O -1.103 -6.858 -0.545
H -1.271 -6.423 0.300
H -0.919 -6.133 -1.148
O -6.916 0.811 3.201
H -7.417 1.461 2.698
H -6.535 0.237 2.528
O 3.236 -5.687 2.214
H 3.756 -5.725 3.026
H 3.884 -5.789 1.505
O 3.928 -3.012 -1.351
H 4.153 -3.532 -0.572
H 3.606 -2.174 -0.982
O 1.599 -2.733 -7.616
H 0.918 -2.059 -7.509
H 1.437 -3.355 -6.901
O 0.433 -6.900 2.264
H 0.086 -6.790 1.374
H 1.272 -6.422 2.261
O 5.552 -6.284 0.357
H 5.142 -6.127 -0.501
H 6.353 -5.753 0.319
O 6.247 -4.963 -2.024
H 5.740 -4.248 -2.428
H 6.617 -5.445 -2.774
O 3.259 8.612 -3.161
H 3.710 7.806 -3.432
H 2.408 8.307 -2.830
O 1.292 -3.024 0.525
H 1.697 -3.861 0.270
H 0.401 -3.266 0.800
O -3.151 -0.345 3.847
H -3.829 0.342 3.950
H -3.355 -0.962 4.556
O 9.173 -6.415 -1.939
H 8.510 -5.750 -1.730
H 9.069 -7.079 -1.250
O -6.928 1.422 -2.548
H -7.338 1.473 -3.417
H -6.154 1.985 -2.629
O 5.411 -5.133 5.139
H 5.951 -5.171 5.935
H 6.044 -5.225 4.419
O 5.632 3.494 3.821
H 5.196 3.229 4.636
H 6.570 3.477 4.037
```

Here is a structure of composition C14H18IN2O6S at a distorted geometry from OMol25. Energies are from ωB97M-V/def2-TZVPD.

Total charge = -1
Energy relative to the best compared isomer or geometry (same formula, charge and spin) = 211.2 kJ/mol

```
42
C14H18IN2O6S (ωB97M-V/def2-TZVPD)
C 4.492 3.436 0.264
C 3.798 2.263 1.061
O 3.089 2.586 2.056
N 3.849 0.837 0.746
C 2.422 0.430 0.638
C 1.392 1.012 -0.423
O 1.978 -0.388 1.474
C 4.619 0.537 -0.500
I 6.800 0.706 -0.003
N 4.264 -0.861 -0.911
C 5.366 -1.553 -0.897
S 6.275 -2.927 -0.549
H 4.718 3.179 -0.823
H 3.901 4.413 0.368
H 5.494 3.641 0.790
H 1.309 2.153 -0.353
H 1.801 0.782 -1.473
H 0.373 0.517 -0.263
O -2.412 -1.916 -0.838
C -1.843 -2.641 -0.062
O -1.908 -3.998 -0.109
C -1.210 -4.547 1.016
C -0.251 -3.464 1.455
C -1.008 -2.199 1.109
H -1.940 -4.796 1.792
H -0.689 -5.457 0.716
H 0.026 -3.535 2.508
H 0.666 -3.517 0.862
H -1.669 -1.884 1.919
H -0.331 -1.392 0.827
O -2.261 2.966 -0.799
C -3.290 2.345 -0.791
O -4.215 2.418 0.206
C -5.261 1.473 -0.046
C -5.204 1.202 -1.532
C -3.727 1.353 -1.834
H -5.069 0.574 0.548
H -6.219 1.898 0.256
H -5.612 0.228 -1.808
H -5.769 1.969 -2.071
H -3.183 0.416 -1.685
H -3.560 1.740 -2.839
```

Here is a structure of composition C72H62N2O5S3SeTeTi from OMol25. Energies are from ωB97M-V/def2-TZVPD.

Total charge = +2
Energy relative to the best compared isomer or geometry (same formula, charge and spin) = 84.6 kJ/mol

```
147
C72H62N2O5S3SeTeTi (ωB97M-V/def2-TZVPD)
Ti 0.517 -0.298 0.091
C -5.164 -1.553 6.213
C -4.511 -1.429 4.869
C -4.498 -2.498 3.977
C -3.925 -2.368 2.721
C -3.369 -1.152 2.356
C -3.353 -0.069 3.234
C -3.920 -0.220 4.483
S -2.667 -1.080 0.740
O -1.344 -0.302 0.955
C -3.647 -0.103 -0.358
C -4.280 -0.914 -1.328
C -4.957 -0.335 -2.358
C -4.961 1.072 -2.507
C -5.594 1.685 -3.615
C -5.581 3.042 -3.754
C -4.940 3.850 -2.790
C -4.336 3.290 -1.702
C -4.322 1.881 -1.533
C -3.694 1.269 -0.407
C -3.330 2.162 0.723
C -4.415 2.561 1.574
C -5.702 1.977 1.475
C -6.704 2.356 2.324
C -6.481 3.343 3.304
C -5.252 3.929 3.420
C -4.193 3.549 2.564
C -2.912 4.149 2.678
C -1.882 3.740 1.891
C -2.095 2.719 0.932
S -0.671 2.273 -0.067
O -0.252 3.389 -0.917
C 0.510 2.186 1.320
C 1.633 3.000 1.139
C 2.569 3.099 2.146
C 2.406 2.413 3.356
C 3.440 2.539 4.433
C 1.266 1.640 3.528
C 0.309 1.517 2.524
H -5.154 -2.581 6.573
H -6.206 -1.232 6.152
H -4.669 -0.926 6.954
H -4.937 -3.443 4.270
H -3.908 -3.205 2.030
H -2.898 0.869 2.944
H -3.915 0.611 5.179
H -4.203 -1.994 -1.256
H -5.461 -0.948 -3.096
H -6.085 1.056 -4.347
H -6.063 3.507 -4.604
H -4.928 4.925 -2.918
H -3.848 3.927 -0.976
H -5.899 1.222 0.725
H -7.681 1.897 2.242
H -7.289 3.641 3.960
H -5.073 4.696 4.164
H -2.762 4.937 3.406
H -0.904 4.196 1.981
H 1.747 3.534 0.204
H 3.447 3.718 2.004
H 4.433 2.317 4.038
H 3.243 1.866 5.266
H 3.465 3.559 4.821
H 1.111 1.124 4.469
H -0.589 0.947 2.705
C -2.759 -6.256 -0.197
C -1.964 -5.013 -0.480
C -2.190 -4.263 -1.632
C -1.499 -3.082 -1.899
C -1.839 -2.218 -3.080
O -1.816 -1.011 -2.953
C -2.246 -2.847 -4.357
C -1.876 -4.145 -4.707
C -2.226 -4.652 -5.949
C -2.958 -3.873 -6.834
C -3.340 -2.583 -6.486
C -2.979 -2.066 -5.254
C -0.564 -2.649 -0.952
O 0.080 -1.487 -1.161
C -0.268 -3.394 0.203
C -0.984 -4.580 0.405
C 0.740 -2.993 1.191
N 1.173 -1.771 1.311
C 2.314 -1.410 2.205
C 3.629 -2.047 1.755
Te 5.335 -0.745 1.965
C 6.124 -1.224 0.073
C 6.635 -2.496 -0.176
C 7.164 -2.805 -1.420
C 7.208 -1.842 -2.419
C 6.714 -0.569 -2.175
C 6.170 -0.263 -0.934
C 1.255 -4.059 2.089
C 0.927 -4.047 3.442
C 1.400 -5.058 4.267
C 2.202 -6.062 3.743
C 2.522 -6.070 2.391
C 2.041 -5.076 1.554
H -3.110 -6.721 -1.118
H -3.637 -6.029 0.413
H -2.165 -6.991 0.346
H -2.940 -4.596 -2.341
H -1.302 -4.755 -4.024
H -1.931 -5.656 -6.225
H -3.233 -4.274 -7.801
H -3.913 -1.982 -7.180
H -3.248 -1.058 -4.969
H -0.778 -5.169 1.289
H 2.033 -1.693 3.218
H 2.376 -0.322 2.190
H 3.585 -2.300 0.697
H 3.831 -2.956 2.314
H 6.635 -3.244 0.608
H 7.563 -3.795 -1.603
H 7.645 -2.081 -3.381
H 6.761 0.193 -2.944
H 5.788 0.734 -0.747
H 0.295 -3.265 3.849
H 1.141 -5.062 5.318
H 2.574 -6.844 4.391
H 3.149 -6.856 1.991
H 2.289 -5.051 0.499
Se 2.609 0.437 -0.829
C 1.965 1.454 -2.325
C 2.611 2.632 -2.667
C 2.111 3.358 -3.741
N 1.050 2.993 -4.452
C 0.444 1.862 -4.111
C 0.859 1.049 -3.064
H 3.477 2.991 -2.125
H 2.597 4.283 -4.035
H -0.424 1.579 -4.699
H 0.313 0.141 -2.850
O 2.659 -3.267 -1.007
S 3.517 -3.259 -2.242
C 3.126 -4.791 -3.125
C 1.787 -4.547 -3.797
C 1.954 -3.196 -4.488
C 2.589 -2.258 -3.459
H 3.160 -5.586 -2.380
H 3.920 -4.965 -3.856
H 1.009 -4.489 -3.029
H 1.526 -5.350 -4.487
H 1.015 -2.787 -4.865
H 2.619 -3.311 -5.346
H 1.847 -1.779 -2.822
H 3.236 -1.490 -3.882
```

Number 1: orbital gap 10.07 eV, highest occupied orbital energy -12.146 eV, E -144628.36698 eV. Number 2: orbital gap 5.63 eV, highest occupied orbital energy -3.288 eV, E -49009.44436 eV. Number 3: orbital gap 5.41 eV, highest occupied orbital energy -11.680 eV, E -217137.47836 eV.